[1]
# C18H19Br2F24NO4P

A structure of composition C18H19Br2F24NO4P (ωB97M-V/def2-TZVPD, the Open Molecules 2025 dataset).

Summary:
Largest force on an atom = 0.0184 hartree/bohr
Energy above the lowest of the compared OMol25 structures with the same formula, charge and spin = 10.5 kcal/mol
E_LUMO = 0.0615 Ha

```
! wB97M-V def2-TZVPD RIJCOSX def2/J DEFGRID3
* xyz -1 1
C 6.210 -4.923 -0.947
N 5.526 -6.160 -0.593
C 5.164 -7.001 -1.736
C 4.097 -8.004 -1.333
Br 4.256 -9.564 -2.585
P 2.439 -7.507 -1.609
O 2.526 -5.946 -2.225
Br 1.802 -6.911 0.545
H 7.192 -4.866 -0.470
H 5.649 -4.032 -0.650
H 6.349 -4.858 -2.030
H 4.715 -5.978 -0.018
H 6.051 -7.566 -2.036
H 4.875 -6.396 -2.611
H 2.075 -5.977 -3.082
C 2.894 -2.041 0.190
C 2.614 -2.670 1.561
C 1.360 -3.532 1.691
F 0.241 -2.789 1.491
F 1.303 -4.026 2.948
F 2.632 -1.708 2.520
F 3.661 -3.504 1.805
O 2.540 -0.675 0.019
C 1.308 -0.288 -0.402
C 0.621 0.586 0.653
F 0.443 -0.082 1.805
F -0.605 0.956 0.188
F 0.528 -1.312 -0.776
F 1.479 0.512 -1.494
H 3.978 -2.039 0.104
H 2.523 -2.666 -0.623
H 1.398 -4.354 0.974
H 1.214 1.480 0.854
C -2.473 3.337 4.843
C -2.672 4.763 4.307
C -4.106 5.280 4.163
F -4.801 4.553 3.267
F -4.059 6.559 3.722
F -2.012 4.915 3.141
F -2.087 5.594 5.222
O -2.215 2.318 3.904
C -3.222 1.612 3.300
C -3.187 1.800 1.783
F -3.356 3.108 1.463
F -4.204 1.106 1.221
F -4.434 1.911 3.814
F -2.997 0.303 3.533
H -1.555 3.394 5.426
H -3.263 3.058 5.541
H -4.621 5.262 5.127
H -2.239 1.456 1.375
C -2.856 3.671 -1.877
C -2.888 4.991 -2.660
C -3.718 5.040 -3.944
F -3.239 4.186 -4.869
F -3.650 6.294 -4.455
F -1.630 5.411 -2.913
F -3.467 5.909 -1.830
O -1.727 2.842 -2.049
C -1.657 1.895 -3.039
C -0.486 2.166 -3.986
F -0.633 3.368 -4.583
F -0.470 1.212 -4.944
F -2.823 1.772 -3.706
F -1.405 0.713 -2.441
H -2.801 3.974 -0.833
H -3.789 3.117 -1.985
H -4.765 4.805 -3.735
H 0.454 2.148 -3.431
*
```



[2]
# C4H8N2O2

A cluster of 2 separate species, C4H8N2O2 in total at a distorted geometry (ωB97M-V/def2-TZVPD, the Open Molecules 2025 dataset).

Summary:
Largest force on an atom = 0.0648 hartree/bohr
Energy above the lowest of the compared OMol25 structures with the same formula, charge and spin = 101.9 kcal/mol
E_LUMO = 0.0270 Ha

```
! wB97M-V def2-TZVPD RIJCOSX def2/J DEFGRID3
* xyz 0 1
C -3.321 -0.075 -0.154
C 0.581 1.126 0.812
C 0.924 0.775 -0.616
C -0.440 0.344 -0.018
N 1.911 -0.256 -0.879
N -0.145 -1.198 0.463
O -3.657 1.027 -0.186
O -3.145 -1.222 -0.038
H 1.198 0.602 1.660
H 0.374 2.119 1.014
H 0.757 1.695 -1.336
H 2.199 -0.373 -1.818
H 2.762 0.062 -0.399
H -0.494 -1.792 -0.278
H -0.492 -1.469 1.386
H 0.987 -1.364 0.389
*
```



[3]
# C3H5HgO3

A structure of composition C3H5HgO3 at a distorted geometry (ωB97M-V/def2-TZVPD, the Open Molecules 2025 dataset).

Summary:
Largest force on an atom = 0.0785 hartree/bohr
Energy above the lowest of the compared OMol25 structures with the same formula, charge and spin = 46.3 kcal/mol
E_LUMO (spin up / spin down) = -0.1325 / -0.2782 Ha

```
! wB97M-V def2-TZVPD RIJCOSX def2/J DEFGRID3
* xyz 1 3
H -1.008 0.816 -1.636
C -1.169 0.406 -0.633
C -0.526 1.148 0.543
O 0.877 0.984 0.280
C 1.076 -0.196 -0.333
O 1.900 -1.093 0.250
H -2.204 0.119 -0.422
H -0.757 0.145 1.269
H -0.764 2.212 0.605
H 2.473 -0.831 0.975
Hg 0.483 -2.930 -0.487
O -0.380 -0.780 -0.411
*
```



[4]
# C26H28F6NO2Zn

A structure of composition C26H28F6NO2Zn at a distorted geometry (ωB97M-V/def2-TZVPD, the Open Molecules 2025 dataset).

Summary:
Largest force on an atom = 0.0557 hartree/bohr
E_LUMO = 0.0939 Ha

```
! wB97M-V def2-TZVPD RIJCOSX def2/J DEFGRID3
* xyz -1 1
C 2.220 -0.001 0.641
C 2.274 -0.800 -0.517
C 1.779 -0.045 -1.608
H 2.710 -1.791 -0.617
C 1.345 1.234 -1.111
C 1.655 1.273 0.302
H 1.140 2.111 -1.732
C -1.173 -1.989 1.236
C -0.208 -2.854 0.664
C -0.318 -2.774 -0.757
H 0.487 -3.488 1.206
C -1.342 -1.865 -1.077
C -1.833 -1.295 0.172
H 1.902 -0.300 -2.664
H 1.764 2.195 0.867
H 2.598 -0.277 1.622
H -2.688 -0.617 0.286
H 0.238 -3.352 -1.492
H -1.403 -1.864 2.285
Zn -0.515 0.657 0.218
C -1.740 -1.403 -2.464
C -3.265 -1.455 -2.600
C -1.086 -2.202 -3.591
H -3.595 -2.477 -2.356
H -3.561 -1.217 -3.630
H -3.737 -0.753 -1.906
H -1.353 -3.262 -3.518
H 0.008 -2.096 -3.591
H -1.447 -1.816 -4.553
C -1.149 0.032 -2.544
C -2.011 1.172 -3.069
H -0.162 0.046 -3.017
H -0.985 0.368 -1.490
O -2.807 1.741 -2.300
N -1.619 1.581 -4.364
C -0.432 2.497 -4.280
H -2.425 2.047 -4.809
C 0.891 1.859 -4.618
C 2.066 2.534 -4.248
H 1.975 3.460 -3.672
C 3.315 1.996 -4.564
H 4.220 2.516 -4.236
C 3.389 0.798 -5.282
H 4.368 0.391 -5.549
C 2.221 0.137 -5.678
H 2.259 -0.793 -6.244
C 0.966 0.668 -5.337
H 0.035 0.166 -5.611
H -0.346 2.931 -3.258
H -0.644 3.306 -5.012
C 0.224 2.579 3.290
C -0.824 1.499 3.124
O -1.228 1.190 1.865
C -0.297 0.240 3.936
F 0.392 0.544 5.070
F -1.280 -0.630 4.279
F 0.581 -0.457 3.141
C -2.147 2.012 3.818
F -2.008 2.184 5.167
F -2.464 3.222 3.278
F -3.197 1.190 3.589
H 1.216 2.177 3.062
H 0.204 2.940 4.325
H 0.004 3.405 2.610
*
```



[5]
# C17H20As2INO5Ti

A structure of composition C17H20As2INO5Ti (ωB97M-V/def2-TZVPD, the Open Molecules 2025 dataset).

Summary:
Largest force on an atom = 0.0178 hartree/bohr
E_LUMO = -0.3086 Ha

```
! wB97M-V def2-TZVPD RIJCOSX def2/J DEFGRID3
* xyz 2 1
Ti -0.088 -0.312 -0.672
C -0.761 3.384 0.028
As 0.504 1.998 0.487
C 2.260 2.751 0.191
C 0.306 1.628 2.368
C -0.078 2.609 3.271
C -0.211 2.290 4.618
C 0.039 1.000 5.061
C 0.427 0.014 4.162
C 0.560 0.329 2.817
As 1.110 -0.989 1.527
C 0.514 -2.731 2.097
C 3.038 -1.054 1.466
H -0.497 4.298 0.560
H -1.762 3.064 0.309
H -0.713 3.574 -1.042
H 2.451 3.493 0.966
H 2.283 3.227 -0.788
H 3.023 1.977 0.228
H -0.284 3.621 2.946
H -0.516 3.054 5.320
H -0.070 0.757 6.109
H 0.616 -0.989 4.524
H 1.035 -3.010 3.013
H 0.755 -3.448 1.313
H -0.560 -2.711 2.267
H 3.406 -1.192 2.482
H 3.438 -0.131 1.056
H 3.341 -1.893 0.841
I -4.072 -2.025 -6.302
C -2.407 -1.763 -5.112
C -2.031 -0.480 -4.709
C -0.909 -0.309 -3.923
C -0.175 -1.428 -3.497
C -0.561 -2.718 -3.900
C -1.657 -2.879 -4.713
C 0.828 -1.282 -2.459
O 1.110 -2.133 -1.604
O 1.105 0.004 -2.068
H -2.602 0.380 -5.028
H -0.585 0.691 -3.664
H 0.006 -3.576 -3.564
H -1.952 -3.867 -5.037
O -3.615 -1.026 -0.744
N -2.496 -0.830 -0.491
O -1.975 0.359 -0.296
O -1.576 -1.729 -0.413
*
```



[6]
# C25H26O6S

A cluster of 2 separate species, C25H26O6S in total at a distorted geometry (ωB97M-V/def2-TZVPD, the Open Molecules 2025 dataset).

Summary:
Largest force on an atom = 0.0848 hartree/bohr
E_LUMO = -0.0871 Ha

```
! wB97M-V def2-TZVPD RIJCOSX def2/J DEFGRID3
* xyz 0 1
C -0.964 -4.168 3.134
C -2.041 -3.157 3.449
O -1.445 -1.856 3.249
C -2.207 -0.759 3.486
C -1.396 0.514 3.455
O -2.024 1.663 3.679
C -3.336 1.872 3.093
S -0.299 0.088 1.091
C 0.321 1.781 0.700
C 0.874 1.965 -0.566
C 1.448 3.186 -0.929
C 1.411 4.274 -0.052
C 0.752 4.124 1.171
C 0.158 2.903 1.524
O 0.613 -0.236 2.469
O 0.261 -0.778 0.039
O -3.399 -0.815 3.769
H -1.409 -5.163 3.214
H -0.580 -4.046 2.112
H -0.125 -4.105 3.840
H -2.884 -3.235 2.751
H -2.377 -3.252 4.493
H -3.566 2.917 3.294
H -3.269 1.697 2.012
H -4.057 1.208 3.565
H 0.843 1.150 -1.285
H 1.912 3.286 -1.909
H 1.868 5.227 -0.327
H 0.680 4.974 1.850
H -0.463 2.859 2.417
C -0.470 -3.140 9.104
O -0.925 -1.865 8.602
C -0.404 -1.369 7.443
C -0.604 0.019 7.221
C -0.257 0.558 6.007
C 0.140 -0.270 4.945
C -0.027 0.422 3.607
C 2.713 0.707 3.705
C 3.217 1.118 2.520
C 4.590 0.822 2.255
C 5.325 0.052 3.162
C 4.716 -0.406 4.332
C 3.363 -0.053 4.627
C 0.501 -1.589 5.188
C 0.227 -2.152 6.442
H -0.828 -3.141 10.131
H -0.930 -3.953 8.533
H 0.623 -3.223 9.075
H -1.068 0.617 8.004
H -0.351 1.631 5.805
H 0.442 1.405 3.723
H 2.623 1.652 1.783
H 5.054 1.174 1.328
H 6.368 -0.205 2.945
H 5.265 -1.051 5.023
H 2.917 -0.402 5.555
H 1.027 -2.172 4.428
H 0.449 -3.210 6.629
*
```